The following is a DFT calculation (ωB97M-V/def2-TZVPD) of C26H43AlBr6CaCl2F9INO16S5 as an isolated structure in a non-equilibrium geometry.

The net charge is +1. The spin multiplicity is 1. The gap between HOMO and LUMO is 2.50 eV. The total energy comes out at -22746.22669 Ha.

Element x y z (Å)
C -3.797 3.455 1.076
C -4.678 3.172 -0.140
C -5.151 1.688 -0.288
C -4.527 0.725 0.719
C -4.553 -0.777 0.288
C -3.147 -1.413 0.178
C -2.615 -1.559 -1.248
S -3.729 -2.894 -1.971
O -4.385 -3.606 -0.943
O -2.996 -3.653 -2.924
F -4.799 -2.090 -2.738
O -2.996 -0.377 -1.984
S -2.040 0.693 -2.680
O -1.937 1.805 -1.809
O -2.538 0.992 -3.975
C -0.391 -0.037 -2.893
C 0.666 1.090 -2.847
C 0.250 2.533 -3.209
C -0.078 -0.873 -4.173
I 0.132 0.373 -5.951
C -0.881 -2.082 -4.655
C -2.343 -1.872 -5.015
C -0.124 -0.899 -1.610
Cl -0.025 0.228 -0.175
C -1.154 -2.005 -1.385
C -0.726 -3.176 -0.478
F 0.193 -3.867 -1.217
F -1.750 -4.009 -0.288
C -0.032 -2.999 0.900
F 0.094 -4.218 1.412
F -0.713 -2.270 1.759
F 1.199 -2.531 0.727
H -2.938 2.795 1.126
H -4.344 3.441 2.013
H -3.367 4.447 0.972
H -4.138 3.453 -1.039
H -5.557 3.806 -0.114
H -4.959 1.353 -1.305
H -6.229 1.648 -0.166
H -3.515 1.001 0.979
H -5.141 0.749 1.613
H -5.104 -1.362 1.014
H -5.097 -0.837 -0.650
H -2.501 -0.764 0.764
H -3.109 -2.376 0.668
H 1.175 1.147 -1.897
H 1.464 0.865 -3.564
H 0.042 3.123 -2.327
H 1.078 3.021 -3.718
H -0.596 2.556 -3.880
H 0.955 -1.218 -4.027
H -0.417 -2.375 -5.593
H -0.757 -2.977 -4.048
H -2.758 -2.826 -5.313
H -2.964 -1.475 -4.231
H -2.443 -1.201 -5.863
H 0.863 -1.350 -1.667
H -1.143 -2.515 -2.347
Ca 3.229 0.089 -3.432
O 6.485 3.348 -0.499
Cl 5.115 2.986 -0.625
O 4.987 1.588 -1.060
O 4.467 3.770 -1.634
O 4.403 3.085 0.618
C -7.136 -5.844 -1.694
Br -6.696 -7.017 -3.156
Br -8.885 -5.076 -1.902
Br -6.938 -6.724 0.002
H -6.425 -5.031 -1.713
F 2.124 4.143 -0.229
C 5.222 -1.348 3.909
S 4.709 -0.713 2.316
O 5.863 -0.024 1.707
C 3.589 0.543 2.946
H 5.957 -2.134 3.746
H 5.665 -0.546 4.489
H 4.363 -1.764 4.435
H 4.124 1.240 3.592
H 2.780 0.064 3.500
H 3.192 1.058 2.075
N -1.059 8.265 1.146
S -2.611 8.547 1.415
O -2.922 8.893 2.758
O -3.495 7.678 0.714
F -2.700 9.908 0.633
S -0.496 6.984 1.835
O 0.938 6.968 1.833
O -1.182 5.766 1.532
F -0.822 7.208 3.372
Al 2.249 5.213 1.008
O 7.388 2.438 7.841
C 7.693 2.095 6.744
O 6.777 1.643 5.838
C 7.440 1.201 4.643
C 8.786 1.914 4.635
C 9.083 2.036 6.132
H 7.553 0.117 4.692
H 6.830 1.455 3.778
H 9.548 1.385 4.069
H 8.675 2.908 4.200
H 9.595 1.156 6.522
H 9.645 2.932 6.376
Br 2.441 0.263 -0.139
Br -0.968 -10.246 -0.747
C -0.498 -8.480 -1.398
C -1.372 -7.412 -0.794
Br -3.144 -7.393 -1.591
H -0.571 -8.512 -2.480
H 0.539 -8.331 -1.106
H -0.955 -6.426 -0.991
H -1.508 -7.541 0.275

Löwdin population analysis, charges in e, atoms 1 to 4: -0.104 -0.219 -0.187 -0.184